(1)
This record from OMol25 describes one molecule with the formula C3H2Cl2O. The level of theory is ωB97M-V/def2-TZVPD.

Output
- Energy above the lowest of the compared OMol25 structures with the same formula, charge and spin: 15.8 kcal/mol
- LUMO: -0.473 eV
- Orbital gap: 9.94 eV
- Structure (SMILES): O=C(Cl)/C=C/Cl

Each line ends with the Mulliken charge.
Cartesian coordinates (Å):
C1 -2.03 0.30 -0.04  0.598
C2 -0.60 -0.33 0.07  -0.313
C3 0.67 0.17 0.02  -0.100
O1 -2.36 1.43 -0.01  -0.411
Cl1 -3.20 -0.98 -0.01  -0.171
Cl2 2.13 -0.77 -0.02  -0.133
H1 -0.56 -1.44 0.24  0.214
H2 0.99 1.27 -0.19  0.316

---

(2)
This record from OMol25 describes a 2-piece molecular cluster, C3H2Cl2O2 overall. The level of theory is ωB97M-V/def2-TZVPD.

Output
- Energy above the lowest of the compared OMol25 structures with the same formula, charge and spin: 8.5 kcal/mol
- LUMO: 0.534 eV
- Orbital gap: 10.51 eV
- Structure (SMILES): C=C(Cl)Cl.O=C=O

Each line ends with the Mulliken charge.
Cartesian coordinates (Å):
C1 -2.08 -0.93 1.16  0.690
C2 0.45 0.94 -0.78  -0.667
C3 1.39 0.18 -0.30  0.461
O1 -1.87 -0.88 2.28  -0.341
O2 -2.26 -0.99 0.04  -0.338
Cl1 1.21 -1.58 -0.58  -0.185
Cl2 2.86 0.64 0.40  -0.146
H1 -0.45 0.57 -1.27  0.334
H2 0.73 2.05 -0.96  0.191

---

(3)
This record from OMol25 describes one molecule with the formula C3H2Cl2O2. The level of theory is ωB97M-V/def2-TZVPD.

Output
- Energy above the lowest of the compared OMol25 structures with the same formula, charge and spin: 18.3 kcal/mol
- LUMO: -0.379 eV
- Orbital gap: 9.73 eV
- Structure (SMILES): O=C(O)/C(Cl)=C\Cl

Each line ends with the Mulliken charge.
Cartesian coordinates (Å):
C1 0.47 -0.92 0.55  0.521
C2 0.02 0.23 -0.30  0.501
C3 -1.23 0.60 -0.78  -0.418
H1 2.07 0.04 0.88  0.318
H2 -1.38 1.55 -1.24  0.389
O1 1.63 -0.72 1.17  -0.422
O2 -0.23 -1.89 0.74  -0.488
Cl1 1.33 1.36 -0.67  -0.289
Cl2 -2.69 -0.25 -0.34  -0.111

---

(4)
This record from OMol25 describes a 2-piece molecular cluster, C3H2Cl2O2 overall. The level of theory is ωB97M-V/def2-TZVPD.

Output
- Energy above the lowest of the compared OMol25 structures with the same formula, charge and spin: 8.7 kcal/mol
- LUMO: 0.423 eV
- Orbital gap: 10.25 eV
- Structure (SMILES): C=C(Cl)Cl.O=C=O

Each line ends with the Mulliken charge.
Cartesian coordinates (Å):
C1 2.10 -0.15 -0.78  0.734
C2 -0.46 0.08 0.95  -0.958
C3 -1.49 0.07 0.09  0.625
O1 2.88 -0.64 -0.10  -0.370
O2 1.34 0.34 -1.49  -0.339
Cl1 -2.19 -1.40 -0.47  -0.181
Cl2 -2.14 1.34 -0.82  -0.142
H1 -0.02 -0.78 1.33  0.401
H2 -0.01 1.13 1.28  0.230

---

(5)
This record from OMol25 describes a 2-piece molecular cluster, C3H2Cl2O2 overall. The level of theory is ωB97M-V/def2-TZVPD.

Output
- Energy above the lowest of the compared OMol25 structures with the same formula, charge and spin: 116.6 kcal/mol
- LUMO (spin up / spin down): -1.077 / -0.146 eV
- Orbital gap (spin up / spin down): 6.94 / 8.74 eV

Each line ends with the Mulliken charge.
Cartesian coordinates (Å):
C1 2.05 -1.12 0.80  0.550
C2 1.25 -1.21 -0.23  -0.161
C3 -2.03 -0.18 -0.28  -0.086
O1 2.99 -1.11 1.41  -0.245
O2 0.00 -1.34 -0.36  -0.448
Cl1 -2.39 -1.72 -0.91  -0.110
Cl2 -2.46 0.04 1.33  -0.122
H1 -2.21 0.58 -1.00  0.363
H2 1.98 -1.16 -1.04  0.260

---

(6)
This record from OMol25 describes C3H2Cl2OS2 as an isolated structure. The level of theory is ωB97M-V/def2-TZVPD.

Output
- Energy above the lowest of the compared OMol25 structures with the same formula, charge and spin: 13.7 kcal/mol
- LUMO: -2.654 eV
- Orbital gap: 7.33 eV

Each line ends with the Mulliken charge.
Cartesian coordinates (Å):
C1 1.51 0.48 -0.71  0.574
C2 0.32 -0.20 -0.04  -0.741
C3 0.58 -1.63 0.41  0.362
O1 1.39 1.30 -1.57  -0.477
S1 3.11 0.07 -0.10  -0.086
S2 2.01 -1.76 1.50  -0.036
Cl1 -0.79 -2.24 1.41  -0.144
Cl2 0.72 -2.68 -1.04  -0.114
H1 0.05 0.40 0.83  0.345
H2 -0.50 -0.17 -0.76  0.316

---

(7)
This record from OMol25 describes one molecule with the formula C3H2Cl2S. The level of theory is ωB97M-V/def2-TZVPD.

Output
- Energy above the lowest of the compared OMol25 structures with the same formula, charge and spin: 23.6 kcal/mol
- LUMO: -1.559 eV
- Orbital gap: 7.61 eV
- Structure (SMILES): S=C/C(Cl)=C\Cl

Each line ends with the Mulliken charge.
Cartesian coordinates (Å):
C1 0.11 -1.38 -0.24  -0.196
C2 -0.36 -0.09 0.05  0.501
C3 0.13 1.32 0.33  -0.516
H1 -0.61 -2.26 -0.47  0.324
H2 -0.57 2.05 0.38  0.406
S1 1.57 1.98 -0.13  -0.151
Cl1 1.80 -1.62 0.08  -0.132
Cl2 -2.07 0.00 -0.02  -0.236

---

(8)
This record from OMol25 describes one molecule with the formula C3H2Cl3FO. The level of theory is ωB97M-V/def2-TZVPD.

Output
- Energy above the lowest of the compared OMol25 structures with the same formula, charge and spin: 29.3 kcal/mol
- LUMO: -0.057 eV
- Orbital gap: 10.39 eV
- Structure (SMILES): O=C[C@@H](Cl)C(F)(Cl)Cl

Each line ends with the Mulliken charge.
Cartesian coordinates (Å):
C1 -0.49 -0.57 -0.26  0.087
C2 -1.03 0.42 0.84  0.000
C3 0.98 -0.05 -0.36  0.287
H1 -0.33 -1.58 0.05  0.335
H2 -0.20 0.77 1.68  0.318
O1 -2.22 0.77 0.85  -0.467
F1 1.69 -0.64 0.78  -0.224
Cl1 -1.24 -0.45 -1.80  -0.101
Cl2 1.79 -0.51 -1.77  -0.072
Cl3 1.05 1.84 0.01  -0.162

---

(9)
This record from OMol25 describes an isolated ion of composition C3H2Cl3N2O and charge +1. The level of theory is ωB97M-V/def2-TZVPD.

Output
- Net charge: +1
- Energy above the lowest of the compared OMol25 structures with the same formula, charge and spin: 75.0 kcal/mol
- LUMO (spin up / spin down): -7.100 / -7.943 eV
- Orbital gap (spin up / spin down): 7.97 / 7.08 eV

Each line ends with the Mulliken charge.
Cartesian coordinates (Å):
C1 1.84 -0.80 0.02  0.161
C2 1.58 0.64 -0.02  0.050
C3 -1.91 0.12 0.01  0.470
N1 0.92 -1.61 -0.08  -0.131
N2 -0.55 0.09 -0.32  -0.272
O1 0.36 0.97 -0.14  0.099
Cl1 -2.42 1.74 0.59  -0.082
Cl2 -2.17 -1.12 1.29  -0.057
Cl3 -2.85 -0.33 -1.45  -0.043
H1 2.88 -1.10 0.15  0.389
H2 2.34 1.41 -0.04  0.415

---

(10)
This record from OMol25 describes a 2-piece molecular cluster, C3H2ClF2N overall. The level of theory is ωB97M-V/def2-TZVPD.

Output
- <S²>: 2.017
- Spin multiplicity: 3
- Energy above the lowest of the compared OMol25 structures with the same formula, charge and spin: 15.1 kcal/mol
- LUMO (spin up / spin down): 0.627 / -3.301 eV
- Orbital gap (spin up / spin down): 7.68 / 8.39 eV

Each line ends with the Mulliken charge.
Cartesian coordinates (Å):
C1 -0.18 -1.71 -0.10  0.242
C2 -2.20 -0.38 0.15  -0.405
C3 -0.89 -0.49 -0.17  0.457
N1 0.31 -2.72 0.10  -0.321
F1 -2.87 -1.54 0.38  -0.191
F2 -0.23 0.66 -0.43  -0.203
Cl1 3.77 -0.76 0.12  -0.232
H1 3.18 -0.62 -0.99  0.224
H2 -2.63 0.61 0.07  0.430

---

(11)
This record from OMol25 describes one molecule with the formula C3H2ClF2NS. The level of theory is ωB97M-V/def2-TZVPD.

Output
- Energy above the lowest of the compared OMol25 structures with the same formula, charge and spin: 31.2 kcal/mol
- LUMO: 0.198 eV
- Orbital gap: 9.25 eV
- Structure (SMILES): FC(F)=C(Cl)/C=N\S

Each line ends with the Mulliken charge.
Cartesian coordinates (Å):
C1 -0.10 -0.96 0.64  -0.089
C2 -1.11 -0.10 0.10  0.247
C3 -0.83 1.25 0.05  0.331
H1 3.08 -0.81 -1.01  0.167
H2 -0.34 -1.70 1.36  0.425
N1 1.15 -0.91 0.30  -0.401
F1 -1.55 2.20 -0.61  -0.234
F2 0.24 1.83 0.51  -0.205
S1 1.96 0.02 -0.80  -0.080
Cl1 -2.50 -0.84 -0.54  -0.161

---

(12)
This record from OMol25 describes a 3-piece molecular cluster, C3H2ClF2OS overall. The level of theory is ωB97M-V/def2-TZVPD.

Output
- Net charge: -1
- Energy above the lowest of the compared OMol25 structures with the same formula, charge and spin: 20.9 kcal/mol
- LUMO: 2.759 eV
- Orbital gap: 7.23 eV

Each line ends with the Mulliken charge.
Cartesian coordinates (Å):
C1 -1.05 -2.91 -0.11  0.699
C2 0.87 1.03 -0.44  -0.086
C3 0.29 0.76 0.68  -0.348
O1 -0.50 -3.93 -0.21  -0.378
F1 -0.22 3.49 -0.62  -0.913
F2 0.39 -0.22 1.55  -0.281
S1 -1.96 -1.71 0.10  -0.339
Cl1 2.06 -0.01 -1.19  -0.243
H1 0.51 2.04 -0.84  0.435
H2 -0.38 1.46 1.08  0.453

---

(13)
This record from OMol25 describes one molecule with the formula C3H2ClN. The level of theory is ωB97M-V/def2-TZVPD.

Output
- Energy above the lowest of the compared OMol25 structures with the same formula, charge and spin: 95.5 kcal/mol
- LUMO: -1.048 eV
- Orbital gap: 8.82 eV

Each line ends with the Mulliken charge.
Cartesian coordinates (Å):
C1 0.46 -0.72 0.00  -0.217
C2 0.87 0.52 0.11  -0.013
C3 -0.84 0.05 -0.19  0.280
N1 -0.44 1.26 -0.10  -0.405
Cl1 -2.91 -0.50 0.10  -0.276
H1 0.95 -1.71 -0.09  0.326
H2 1.91 1.10 0.18  0.305

---

(14)
This record from OMol25 describes a 2-piece molecular cluster, C3H2ClN overall. The level of theory is ωB97M-V/def2-TZVPD.

Output
- Energy above the lowest of the compared OMol25 structures with the same formula, charge and spin: 38.5 kcal/mol
- LUMO: 0.502 eV
- Orbital gap: 11.74 eV
- Structure (SMILES): C#CC#N.Cl

Each line ends with the Mulliken charge.
Cartesian coordinates (Å):
C1 2.23 -0.94 -1.05  -0.200
C2 -0.11 -1.96 -0.66  0.328
C3 0.97 -1.50 -0.88  -0.265
N1 3.23 -0.52 -1.30  -0.363
Cl1 0.33 1.62 0.45  -0.239
H1 0.88 0.80 1.22  0.227
H2 -0.93 -2.42 -0.31  0.510

---

(15)
This record from OMol25 describes a 2-piece molecular cluster, C3H2ClN5 overall. The level of theory is ωB97M-V/def2-TZVPD.

Output
- <S²>: 2.023
- Spin multiplicity: 3
- LUMO (spin up / spin down): -0.018 / -4.131 eV
- Orbital gap (spin up / spin down): 6.72 / 6.07 eV

Each line ends with the Mulliken charge.
Cartesian coordinates (Å):
C1 2.02 -0.07 0.57  0.434
C2 -0.92 -1.19 0.06  0.545
C3 0.29 1.23 -0.48  0.637
N1 2.77 -0.70 1.16  -0.465
N2 -0.18 -2.00 -0.45  -0.446
N3 -0.36 2.13 -0.91  -0.388
N4 1.36 0.77 -0.18  -0.403
N5 -1.31 -0.12 0.50  -0.394
Cl1 -2.95 0.16 0.87  -0.070
H1 -1.21 2.31 -1.23  0.217
H2 0.49 -2.52 0.08  0.334

---

(16)
This record from OMol25 describes one molecule with the formula C3H2ClNO. The level of theory is ωB97M-V/def2-TZVPD.

Output
- Energy above the lowest of the compared OMol25 structures with the same formula, charge and spin: 123.7 kcal/mol
- LUMO (spin up / spin down): -0.579 / -0.826 eV
- Orbital gap (spin up / spin down): 9.00 / 7.78 eV

Each line ends with the Mulliken charge.
Cartesian coordinates (Å):
C1 -0.26 1.07 0.05  -0.026
C2 1.07 -1.00 0.05  0.203
C3 -1.48 0.71 -0.19  -0.003
N1 0.32 -1.96 -0.04  -0.391
O1 0.94 0.35 -0.11  -0.297
Cl1 -2.96 0.15 0.01  -0.119
H1 0.20 2.01 0.10  0.343
H2 2.17 -1.34 0.13  0.291

---

(17)
This record from OMol25 describes one molecule with the formula C3H2ClNO. The level of theory is ωB97M-V/def2-TZVPD.

Output
- <S²>: 2.030
- Spin multiplicity: 3
- Energy above the lowest of the compared OMol25 structures with the same formula, charge and spin: 8.0 kcal/mol
- LUMO (spin up / spin down): 0.191 / -2.719 eV
- Orbital gap (spin up / spin down): 6.62 / 7.46 eV

Each line ends with the Mulliken charge.
Cartesian coordinates (Å):
C1 -0.82 -0.05 -0.02  0.190
C2 -1.80 0.82 0.01  0.447
C3 1.78 -0.17 -0.01  -0.204
N1 0.54 0.25 -0.02  -0.398
O1 -2.74 1.49 0.01  -0.354
Cl1 -1.54 -1.72 0.01  -0.214
H1 2.52 0.61 0.03  0.274
H2 2.08 -1.22 -0.02  0.258

---

(18)
This record from OMol25 describes C3H2ClNO2S as an isolated structure. The level of theory is ωB97M-V/def2-TZVPD.

Output
- Energy above the lowest of the compared OMol25 structures with the same formula, charge and spin: 100.8 kcal/mol
- LUMO: -1.772 eV
- Orbital gap: 8.67 eV

Each line ends with the Mulliken charge.
Cartesian coordinates (Å):
C1 -1.03 0.69 -0.38  -0.006
C2 0.32 0.49 -0.97  0.470
C3 0.16 -0.88 -0.44  -0.045
N1 -1.09 -0.47 0.18  -0.404
O1 1.17 1.02 -1.60  -0.467
O2 1.42 -2.48 -2.03  -0.396
S1 0.17 -2.36 -1.37  0.436
Cl1 -0.92 -1.19 -2.90  -0.231
H1 -1.75 1.47 -0.40  0.380
H2 1.59 -1.21 0.84  0.264

---

(19)
This record from OMol25 describes one molecule with the formula C3H2ClNOS. The level of theory is ωB97M-V/def2-TZVPD.

Output
- Energy above the lowest of the compared OMol25 structures with the same formula, charge and spin: 52.2 kcal/mol
- LUMO: -0.580 eV
- Orbital gap: 8.78 eV

Each line ends with the Mulliken charge.
Cartesian coordinates (Å):
C1 -0.40 -0.55 0.80  -0.324
C2 -0.54 0.89 0.70  0.084
C3 0.40 -1.09 -0.11  0.084
N1 0.08 1.56 -0.19  -0.436
O1 0.58 0.75 -2.53  -0.465
S1 1.13 0.73 -1.20  0.482
Cl1 0.92 -2.64 -0.39  -0.140
H1 -0.97 -1.08 1.55  0.341
H2 -1.19 1.42 1.37  0.375

---

(20)
This record from OMol25 describes one molecule with the formula C3H2ClNOS. The level of theory is ωB97M-V/def2-TZVPD.

Output
- Energy above the lowest of the compared OMol25 structures with the same formula, charge and spin: 27.7 kcal/mol
- LUMO: 0.596 eV
- Orbital gap: 9.65 eV
- Structure (SMILES): Sc1oncc1Cl

Each line ends with the Mulliken charge.
Cartesian coordinates (Å):
C1 -0.02 -0.40 0.49  0.317
C2 -0.47 -0.82 -1.59  -0.200
C3 -0.08 0.22 -0.72  0.299
H1 0.19 -0.94 2.68  0.152
H2 -0.61 -0.76 -2.67  0.394
N1 -0.65 -1.94 -0.97  -0.369
O1 -0.35 -1.69 0.36  -0.190
S1 0.41 0.21 2.07  -0.206
Cl1 0.28 1.85 -1.08  -0.197

---

In order of appearance, E_tot = -1111.101483; -1186.377267; -1186.361680; -1186.377030; -1186.205089; -1907.473323; -1433.998445; -1671.136702; -1680.301808; -830.000518; -1228.303304; -1248.884691; -630.276657; -630.367447; -849.207035; -705.486905; -705.517163; -1178.911529; -1103.795339; -1103.834349 a.u..